No. 1
2 unconnected molecules or ions with the total composition C7H18N at a distorted geometry. Source: the OMol25 dataset; level of theory: ωB97M-V/def2-TZVPD.

Frontier orbital gap in eV: 11.5
Total charge: +1
Energy above the lowest of the compared OMol25 structures with the same formula, charge and spin in kJ/mol: 104.0
Lowest unoccupied orbital energy in eV: -3.18

CARTESIAN COORDINATES (ANGSTROEM)
1 C -4.127 -0.518 0.172
2 C -2.859 0.020 0.734
3 C -1.684 -0.536 0.497
4 N -0.490 0.081 1.153
5 H -3.985 -1.331 -0.535
6 H -4.755 -0.893 0.985
7 H -4.749 0.243 -0.302
8 H -2.970 0.844 1.431
9 H -1.392 -1.428 -0.031
10 H -0.168 0.907 0.633
11 H -0.644 0.431 2.099
12 H 0.359 -0.493 1.167
13 C 0.855 0.212 -2.173
14 C 1.759 -0.356 -1.079
15 C 2.319 0.719 -0.134
16 C 2.932 0.188 1.170
17 H -0.156 0.411 -1.792
18 H 0.702 -0.581 -2.908
19 H 1.206 1.102 -2.687
20 H 2.571 -0.866 -1.603
21 H 1.228 -1.158 -0.551
22 H 1.544 1.486 0.013
23 H 3.081 1.271 -0.685
24 H 2.246 0.082 2.010
25 H 3.707 0.900 1.457
26 H 3.469 -0.736 0.960


No. 2
A molecular structure, C7H18N2 at a distorted geometry. Source: the OMol25 dataset; level of theory: ωB97M-V/def2-TZVPD.

Frontier orbital gap in eV: 8.3
Total charge: 0
Energy above the lowest of the compared OMol25 structures with the same formula, charge and spin in kJ/mol: 302.6
Lowest unoccupied orbital energy in eV: 0.77

CARTESIAN COORDINATES (ANGSTROEM)
1 C 1.605 -1.443 -0.285
2 C 2.673 1.243 0.003
3 C 0.943 -1.655 -1.627
4 N 1.523 0.348 0.117
5 N 1.079 -1.888 0.890
6 H 0.675 0.760 -0.273
7 H 2.695 -1.537 -0.354
8 H 1.268 -0.154 1.091
9 H 0.155 -2.297 0.765
10 H 2.494 2.197 0.506
11 H 2.894 1.444 -1.047
12 H 3.542 0.761 0.452
13 H 1.176 -2.656 -1.991
14 H 1.311 -0.929 -2.355
15 H -0.140 -1.547 -1.551
16 C -2.619 -0.460 -0.161
17 C -1.651 0.799 1.813
18 C -1.934 0.779 0.339
19 C -1.601 1.784 -0.469
20 H -2.746 -0.448 -1.243
21 H -2.042 -1.345 0.117
22 H -0.984 -0.027 2.075
23 H -2.574 0.660 2.382
24 H -1.191 1.735 2.126
25 H -3.604 -0.563 0.302
26 H -1.822 1.760 -1.528
27 H -1.126 2.681 -0.094


No. 3
2 unconnected molecules or ions with the total composition C7H18NOPS at a distorted geometry. Source: the OMol25 dataset; level of theory: ωB97M-V/def2-TZVPD.

Frontier orbital gap (alpha / beta) in eV: 5.9 / 5.7
Total charge: 0
Lowest unoccupied orbital energy (alpha / beta) in eV: 0.66 / -3.27
Multiplicity: 3

CARTESIAN COORDINATES (ANGSTROEM)
1 C 0.098 -1.842 -3.438
2 C -0.493 0.556 1.033
3 C -0.895 0.226 3.627
4 C 1.167 -0.645 2.371
5 C 0.742 2.831 -1.604
6 C -0.685 -0.925 -2.567
7 C -0.375 -0.327 2.305
8 N -0.016 1.649 -1.941
9 O 1.604 -0.393 -1.152
10 P 0.440 0.212 -1.810
11 S -1.432 -1.832 1.954
12 H 0.861 -2.424 -2.996
13 H -0.640 -2.628 -3.768
14 H 0.574 -1.303 -4.254
15 H -1.462 1.175 1.061
16 H 0.267 1.335 0.858
17 H -0.449 -0.131 0.135
18 H -0.349 1.123 3.862
19 H -0.790 -0.451 4.449
20 H -1.931 0.491 3.587
21 H 1.662 0.356 2.321
22 H 1.285 -1.351 3.173
23 H 1.206 -1.392 1.444
24 H 1.073 3.376 -2.584
25 H 0.195 3.607 -0.915
26 H 1.724 2.770 -1.069
27 H -1.222 -1.452 -1.741
28 H -1.359 -0.425 -3.090
29 H -0.800 -2.186 0.748


No. 4
2 unconnected molecules or ions with the total composition C7H18NP at a distorted geometry. Source: the OMol25 dataset; level of theory: ωB97M-V/def2-TZVPD.

Frontier orbital gap in eV: 8.9
Total charge: 0
Energy above the lowest of the compared OMol25 structures with the same formula, charge and spin in kJ/mol: 229.9
Lowest unoccupied orbital energy in eV: 0.83
SMILES: CN=[PH](C)C.C=C(C)C

CARTESIAN COORDINATES (ANGSTROEM)
1 C 2.614 -0.585 1.349
2 C 2.293 0.291 -1.082
3 C 2.429 1.885 0.762
4 C -2.130 -0.128 2.025
5 C -1.662 0.819 -1.995
6 C -2.217 -1.922 -0.998
7 C 2.468 0.638 0.407
8 N -2.304 0.409 0.635
9 P -1.537 -0.279 -0.561
10 H 2.903 -1.442 0.794
11 H 3.236 -0.333 2.168
12 H 1.548 -0.754 1.716
13 H 3.201 0.682 -1.495
14 H 1.370 0.692 -1.457
15 H 2.411 -0.766 -1.232
16 H 2.780 1.967 1.784
17 H 2.314 2.627 0.021
18 H -0.138 -0.695 -0.396
19 H -1.383 0.301 2.573
20 H -1.917 -1.234 2.072
21 H -3.138 -0.130 2.484
22 H -0.719 0.885 -2.513
23 H -2.327 0.512 -2.837
24 H -2.107 1.774 -1.572
25 H -3.191 -2.121 -0.417
26 H -2.717 -2.163 -1.994
27 H -1.634 -2.756 -0.764


> What is the total charge in the first record?

+1